11
Properties=species:S:1:pos:R:3:forces:R:3 method="wB97M-V/def2-TZVPD" energy_ev=-18933.145 smiles="Nc1n[nH][nH]c1=S" e_above_lowest_kj_mol=135.68 e_homo_ev=-8.34
H -0.414791 2.848235 -0.220002 -1.038 0.954 -0.477
N 0.084553 2.080831 0.122879 -0.985 -2.230 0.570
S 1.975041 -0.401511 -0.031272 0.224 -0.312 -0.009
N -1.759038 0.539687 -0.049426 1.680 -0.525 -0.244
H -0.364141 -2.419607 0.156973 -0.273 1.434 -0.420
H -2.495119 -1.142166 0.588600 0.537 -0.018 -0.832
N -0.552634 -1.398050 0.094742 -0.116 0.297 -0.132
C 0.329359 -0.393257 0.013550 0.961 -0.346 0.461
H 1.032235 2.087026 -0.125011 1.576 -0.080 -0.244
N -1.839905 -0.861895 -0.173729 -1.203 -0.274 1.422
C -0.477636 0.814371 0.009538 -1.362 1.099 -0.095